No. 1
{"formula": "C46H73BBrClN9O8P2", "method": "wB97M-V/def2-TZVPD", "elements": ["C", "C", "C", "P", "O", "Br", "C", "C", "C", "C", "C", "C", "O", "C", "C", "C", "O", "B", "O", "O", "N", "C", "N", "C", "C", "C", "C", "O", "C", "O", "C", "C", "C", "C", "N", "P", "O", "Cl", "H", "H", "H", "H", "H", "H", "H", "H", "H", "H", "H", "H", "H", "H", "H", "H", "H", "H", "H", "H", "H", "H", "H", "H", "H", "H", "H", "H", "H", "H", "H", "H", "H", "H", "H", "H", "H", "H", "H", "H", "H", "H", "H", "N", "C", "C", "C", "C", "H", "H", "H", "H", "H", "N", "C", "C", "C", "C", "H", "H", "H", "H", "H", "N", "C", "C", "C", "C", "H", "H", "H", "H", "H", "N", "C", "C", "C", "C", "H", "H", "H", "H", "H", "N", "C", "C", "C", "C", "H", "H", "H", "H", "H", "N", "C", "C", "C", "C", "H", "H", "H", "H", "H"], "xyz": [[-0.79, 0.77, 6.26], [-0.64, 0.67, 4.90], [-1.45, 1.34, 3.79], [-2.91, 2.28, 4.55], [-2.09, 3.26, 5.56], [-4.04, 0.76, 5.77], [-0.61, 2.31, 2.90], [-1.41, 3.40, 2.16], [-1.45, 4.77, 2.90], [-1.27, 5.96, 1.93], [-2.11, 7.17, 2.39], [0.37, 1.54, 1.97], [0.67, 2.34, 0.83], [1.34, 1.74, -0.27], [2.40, 2.76, -0.71], [3.07, 2.20, -1.97], [3.32, 3.04, 0.31], [1.79, 1.41, 2.74], [2.47, 2.52, 3.10], [2.34, 0.17, 3.03], [-0.16, 0.24, 1.58], [-1.53, 0.11, 1.72], [-2.29, -0.17, 0.71], [-1.74, -0.38, -0.63], [-1.58, -1.88, -0.98], [-2.74, -2.50, -1.78], [-3.29, -3.73, -1.03], [-3.78, -4.75, -1.91], [-2.71, -5.49, -2.38], [-2.42, -6.57, -1.88], [-3.75, -0.32, 0.79], [-4.55, 0.74, 0.00], [-3.87, 2.11, -0.15], [-5.96, 0.92, 0.61], [-2.10, 0.25, 2.99], [-2.17, -1.31, 3.85], [-3.73, -1.65, 3.55], [-1.18, -2.69, 2.62], [-1.16, -0.08, 6.83], [-0.59, 1.67, 6.84], [0.19, 0.05, 4.55], [-2.77, 3.83, 5.94], [0.01, 2.82, 3.63], [-2.45, 3.12, 2.00], [-1.01, 3.63, 1.18], [-2.43, 4.84, 3.36], [-0.73, 4.82, 3.71], [-1.58, 5.69, 0.93], [-0.24, 6.27, 2.00], [-1.47, 8.01, 2.65], [-2.76, 7.52, 1.60], [-2.75, 6.96, 3.25], [0.65, 1.67, -1.10], [1.86, 0.80, -0.08], [1.87, 3.66, -1.03], [3.35, 2.97, -2.68], [2.32, 1.59, -2.48], [3.87, 1.51, -1.72], [3.87, 2.27, 0.50], [2.48, 3.18, 2.39], [2.25, -0.09, 3.95], [0.35, -0.55, 1.97], [-0.76, 0.06, -0.71], [-2.38, 0.07, -1.38], [-0.70, -1.91, -1.62], [-1.34, -2.44, -0.08], [-3.56, -1.79, -1.79], [-2.45, -2.79, -2.78], [-4.07, -3.46, -0.32], [-2.50, -4.18, -0.42], [-2.12, -5.06, -3.20], [-4.12, -0.37, 1.80], [-3.97, -1.28, 0.34], [-4.69, 0.35, -1.01], [-4.17, 2.81, 0.62], [-2.78, 2.07, -0.22], [-4.22, 2.54, -1.08], [-6.69, 1.03, -0.19], [-5.96, 1.79, 1.25], [-6.20, 0.03, 1.19], [-3.97, -2.48, 3.98], [1.76, 9.25, 3.32], [2.34, 10.49, 3.40], [1.95, 11.06, 4.58], [1.10, 10.13, 5.24], [1.00, 9.03, 4.44], [1.87, 8.61, 2.55], [2.98, 10.85, 2.61], [2.24, 12.04, 4.93], [0.62, 10.27, 6.19], [0.47, 8.10, 4.57], [1.78, -6.66, -5.18], [0.51, -6.96, -4.77], [0.41, -6.65, -3.44], [1.67, -6.13, -3.03], [2.49, -6.15, -4.13], [2.14, -6.79, -6.11], [-0.21, -7.38, -5.46], [-0.47, -6.77, -2.83], [1.93, -5.79, -2.05], [3.52, -5.85, -4.25], [4.21, -2.99, -3.89], [4.82, -3.22, -5.09], [5.72, -2.21, -5.30], [5.66, -1.34, -4.18], [4.72, -1.85, -3.32], [3.50, -3.57, -3.48], [4.56, -4.07, -5.70], [6.36, -2.10, -6.17], [6.24, -0.45, -4.02], [4.38, -1.51, -2.37], [2.44, 6.16, -0.18], [3.37, 7.12, 0.12], [3.03, 8.26, -0.55], [1.84, 7.99, -1.29], [1.51, 6.68, -1.03], [2.45, 5.22, 0.17], [4.19, 6.91, 0.78], [3.57, 9.20, -0.53], [1.30, 8.66, -1.92], [0.68, 6.08, -1.39], [4.31, -6.22, -0.32], [5.25, -7.13, 0.08], [4.82, -7.68, 1.26], [3.57, -7.09, 1.58], [3.28, -6.19, 0.59], [4.36, -5.66, -1.15], [6.13, -7.30, -0.50], [5.35, -8.43, 1.82], [2.96, -7.30, 2.44], [2.44, -5.54, 0.46], [-3.14, -9.49, -4.96], [-3.88, -8.94, -5.97], [-3.84, -9.79, -7.04], [-3.04, -10.91, -6.66], [-2.63, -10.69, -5.37], [-3.00, -9.08, -4.06], [-4.38, -7.99, -5.84], [-4.33, -9.64, -7.99], [-2.80, -11.77, -7.26], [-2.02, -11.29, -4.72]], "e_lumo_ev": -3.4, "e_homo_ev": -9.47, "e_tot_ev": -180488.3386, "charge": 1, "spin_multiplicity": 1}

=====

No. 2
{"formula": "C46H73BaN8O4S", "method": "wB97M-V/def2-TZVPD", "elements": ["Ba", "C", "C", "C", "C", "C", "C", "C", "C", "C", "C", "C", "C", "N", "C", "C", "C", "C", "C", "C", "C", "N", "C", "C", "C", "C", "C", "C", "C", "C", "C", "C", "C", "C", "H", "H", "H", "H", "H", "H", "H", "H", "H", "H", "H", "H", "H", "H", "H", "H", "H", "H", "H", "H", "H", "H", "H", "H", "H", "H", "H", "H", "H", "H", "H", "H", "H", "H", "H", "H", "H", "H", "H", "C", "C", "N", "O", "C", "C", "N", "O", "H", "H", "H", "H", "H", "H", "H", "C", "O", "H", "H", "H", "C", "N", "C", "C", "O", "N", "C", "C", "H", "H", "H", "H", "H", "H", "H", "H", "H", "H", "H", "H", "C", "C", "N", "C", "S", "N", "C", "C", "H", "H", "H", "H", "H", "H", "H", "H", "H", "H", "H", "H"], "xyz": [[0.10, 1.26, 0.20], [6.04, 0.70, 1.77], [4.90, -0.31, 1.59], [5.48, -1.70, 1.32], [3.96, -0.29, 2.79], [4.52, -0.45, 4.06], [3.76, -0.30, 5.20], [2.42, 0.03, 5.08], [1.81, 0.17, 3.84], [0.34, 0.58, 3.84], [-0.49, -0.22, 4.85], [0.21, 2.08, 4.12], [2.57, -0.03, 2.66], [1.97, 0.06, 1.41], [2.24, -0.94, 0.56], [2.21, -1.07, -0.83], [2.41, -2.49, -1.27], [3.37, -2.67, -2.38], [3.40, -1.69, -3.31], [2.69, -0.47, -3.16], [2.19, -0.06, -1.92], [1.77, 1.22, -1.71], [2.16, 2.20, -2.62], [1.20, 2.98, -3.32], [1.63, 3.90, -4.27], [2.97, 4.12, -4.52], [3.91, 3.43, -3.77], [3.53, 2.50, -2.82], [4.61, 1.89, -1.93], [5.17, 2.98, -1.01], [5.72, 1.21, -2.72], [-0.29, 2.92, -3.04], [-1.09, 2.47, -4.26], [-0.79, 4.26, -2.51], [6.71, 0.67, 0.91], [6.65, 0.47, 2.66], [5.66, 1.71, 1.88], [4.34, 0.00, 0.71], [6.11, -2.03, 2.16], [6.09, -1.69, 0.42], [4.69, -2.44, 1.19], [5.58, -0.67, 4.14], [4.21, -0.42, 6.18], [1.84, 0.19, 5.98], [-0.12, 0.40, 2.87], [-0.26, 0.07, 5.88], [-0.32, -1.29, 4.76], [-1.55, -0.01, 4.69], [0.65, 2.32, 5.09], [-0.84, 2.38, 4.12], [0.72, 2.67, 3.35], [2.58, -1.85, 1.07], [2.62, -3.14, -0.42], [3.91, -3.60, -2.49], [3.99, -1.83, -4.21], [2.72, 0.25, -3.97], [0.89, 4.48, -4.81], [3.28, 4.84, -5.27], [4.97, 3.64, -3.91], [4.14, 1.14, -1.30], [5.58, 3.81, -1.60], [5.98, 2.58, -0.39], [4.40, 3.38, -0.36], [6.29, 1.94, -3.31], [5.32, 0.46, -3.39], [6.42, 0.72, -2.04], [-0.48, 2.18, -2.25], [-0.94, 3.16, -5.10], [-2.16, 2.47, -4.03], [-0.79, 1.48, -4.59], [-0.67, 5.04, -3.26], [-0.24, 4.56, -1.61], [-1.85, 4.19, -2.24], [-3.49, -3.65, -1.44], [-2.34, -2.73, -1.14], [-2.39, -1.78, -0.29], [-3.64, -1.70, 0.32], [-1.06, -2.96, -1.84], [-1.05, -3.42, -3.27], [0.01, -2.77, -1.16], [1.12, -3.08, -1.86], [-4.14, -3.73, -0.57], [-3.11, -4.63, -1.72], [-4.09, -3.28, -2.27], [-3.43, -1.29, 1.17], [-2.03, -3.28, -3.74], [-0.77, -4.47, -3.35], [-0.30, -2.86, -3.82], [-0.60, 4.53, 1.44], [-0.29, 3.24, 1.04], [-0.08, 5.29, 0.84], [-0.31, 4.72, 2.49], [-1.68, 4.74, 1.37], [-2.12, -4.09, 3.18], [-1.88, -2.69, 2.90], [-0.70, -2.39, 2.12], [-2.79, -1.70, 3.14], [-2.79, -0.63, 2.54], [-3.74, -1.97, 4.12], [-4.80, -0.99, 4.23], [-3.32, -2.56, 5.38], [-1.86, -4.67, 2.29], [-3.16, -4.26, 3.42], [-1.50, -4.45, 4.01], [-0.72, -2.85, 1.13], [0.20, -2.72, 2.65], [-0.66, -1.32, 1.99], [-5.15, -0.70, 3.24], [-4.47, -0.08, 4.75], [-5.63, -1.43, 4.78], [-3.84, -3.50, 5.58], [-3.54, -1.86, 6.20], [-2.25, -2.74, 5.38], [-4.70, -0.26, -4.53], [-4.10, -0.61, -3.18], [-3.65, 0.55, -2.43], [-4.18, 1.19, -1.37], [-3.19, 2.24, -0.48], [-5.47, 1.07, -1.01], [-6.58, 0.32, -1.57], [-6.89, -0.96, -0.82], [-5.07, -1.15, -5.03], [-3.94, 0.19, -5.17], [-5.52, 0.46, -4.45], [-3.22, -1.23, -3.33], [-4.78, -1.20, -2.56], [-2.67, 0.77, -2.53], [-5.65, 1.56, -0.15], [-6.39, 0.13, -2.62], [-7.45, 0.98, -1.55], [-6.04, -1.64, -0.83], [-7.76, -1.46, -1.26], [-7.12, -0.75, 0.22]], "e_lumo_ev": 2.0, "e_homo_ev": -3.18, "de_lowest_ev": 2.2740, "e_tot_ev": -80527.3472, "charge": -1, "spin_multiplicity": 1}

=====

No. 3
{"formula": "C46H78GeN5PdSSe", "method": "wB97M-V/def2-TZVPD", "elements": ["Pd", "C", "C", "C", "C", "C", "C", "C", "C", "C", "C", "C", "C", "N", "C", "C", "N", "C", "C", "C", "C", "C", "C", "C", "C", "C", "C", "C", "C", "H", "H", "H", "H", "H", "H", "H", "H", "H", "H", "H", "H", "H", "H", "H", "H", "H", "H", "H", "H", "H", "H", "H", "H", "H", "H", "H", "H", "H", "H", "H", "H", "H", "H", "H", "H", "C", "C", "C", "C", "N", "C", "S", "N", "C", "C", "C", "C", "H", "H", "H", "H", "H", "H", "H", "H", "H", "H", "H", "H", "H", "H", "H", "H", "H", "H", "H", "H", "C", "Ge", "C", "C", "C", "Se", "C", "H", "H", "H", "H", "H", "H", "H", "H", "H", "H", "H", "H", "H", "H", "C", "C", "C", "C", "C", "C", "N", "H", "H", "H", "H", "H", "H", "H", "H"], "xyz": [[-0.66, -0.36, -0.41], [1.47, 2.89, -0.88], [0.32, 2.21, -1.61], [0.65, 2.23, -3.11], [-1.04, 2.86, -1.45], [-1.17, 4.22, -1.20], [-2.42, 4.83, -1.23], [-3.53, 4.06, -1.52], [-3.45, 2.68, -1.76], [-4.77, 2.00, -2.09], [-5.10, 2.17, -3.58], [-4.90, 0.53, -1.68], [-2.19, 2.07, -1.71], [-1.95, 0.67, -1.84], [-1.97, 0.10, -3.05], [-1.29, -1.08, -3.41], [-0.51, -1.80, -2.64], [0.30, -2.76, -3.30], [0.21, -4.16, -3.07], [0.96, -5.01, -3.87], [1.80, -4.57, -4.88], [1.96, -3.20, -5.04], [1.26, -2.30, -4.25], [1.65, -0.83, -4.34], [3.12, -0.64, -3.96], [1.35, -0.21, -5.71], [-0.74, -4.88, -2.11], [-2.09, -5.09, -2.81], [-0.93, -4.26, -0.73], [2.40, 2.39, -1.16], [1.33, 2.86, 0.20], [1.56, 3.94, -1.18], [0.22, 1.15, -1.26], [0.65, 3.27, -3.45], [-0.08, 1.68, -3.70], [1.65, 1.81, -3.30], [-0.29, 4.82, -0.99], [-2.52, 5.89, -1.04], [-4.51, 4.53, -1.56], [-5.53, 2.55, -1.53], [-4.36, 1.63, -4.19], [-5.08, 3.22, -3.87], [-6.09, 1.76, -3.80], [-4.36, -0.12, -2.35], [-5.96, 0.23, -1.70], [-4.52, 0.35, -0.66], [-2.49, 0.62, -3.85], [-1.44, -1.39, -4.45], [0.86, -6.08, -3.70], [2.34, -5.27, -5.51], [2.66, -2.83, -5.78], [1.07, -0.29, -3.60], [3.78, -1.25, -4.60], [3.29, -0.93, -2.92], [3.42, 0.41, -4.08], [1.97, -0.67, -6.49], [1.56, 0.87, -5.70], [0.30, -0.35, -5.99], [-0.30, -5.87, -1.95], [-2.53, -4.12, -3.09], [-2.79, -5.61, -2.16], [-1.96, -5.67, -3.73], [-1.25, -3.23, -0.80], [0.01, -4.26, -0.18], [-1.68, -4.81, -0.16], [5.50, -3.70, 2.33], [4.22, -4.52, 2.56], [3.03, -4.07, 1.70], [2.22, -2.91, 2.28], [2.88, -1.60, 2.18], [2.74, -0.77, 1.15], [1.77, -1.10, -0.20], [3.51, 0.34, 1.18], [4.19, 0.84, 2.37], [3.25, 1.45, 3.40], [3.95, 1.82, 4.71], [5.03, 2.90, 4.54], [6.30, -4.03, 3.00], [5.34, -2.63, 2.50], [5.85, -3.82, 1.30], [3.94, -4.47, 3.62], [4.44, -5.57, 2.34], [2.34, -4.90, 1.58], [3.37, -3.78, 0.70], [2.00, -3.09, 3.34], [1.27, -2.84, 1.76], [3.49, -1.33, 2.93], [3.24, 1.01, 0.49], [4.90, 1.59, 2.03], [4.78, 0.04, 2.82], [2.45, 0.74, 3.61], [2.78, 2.34, 2.96], [4.41, 0.92, 5.14], [3.20, 2.17, 5.42], [5.87, 2.54, 3.94], [5.42, 3.21, 5.51], [4.62, 3.78, 4.04], [-2.56, 4.87, 2.80], [-1.08, 4.18, 3.85], [-1.43, 4.56, 5.74], [0.55, 5.13, 3.33], [-0.81, 2.27, 3.66], [-0.82, 1.56, 1.81], [-2.76, 1.42, 1.77], [-2.61, 5.96, 2.89], [-3.51, 4.44, 3.14], [-2.43, 4.61, 1.74], [-1.56, 5.63, 5.92], [-0.61, 4.19, 6.37], [-2.36, 4.05, 6.05], [0.41, 6.22, 3.40], [0.82, 4.88, 2.30], [1.38, 4.85, 3.99], [-1.58, 1.72, 4.20], [0.16, 2.00, 4.09], [-3.21, 2.41, 1.86], [-3.09, 0.75, 2.56], [-3.02, 0.97, 0.82], [-3.69, -2.33, -0.88], [-3.30, -2.06, 0.54], [-4.02, -2.45, 1.67], [-3.17, -2.23, 2.78], [-1.98, -1.72, 2.28], [-0.71, -1.52, 3.07], [-2.06, -1.58, 0.91], [-4.72, -2.02, -1.08], [-3.63, -3.40, -1.09], [-3.03, -1.82, -1.58], [-5.02, -2.86, 1.67], [-3.39, -2.45, 3.83], [-0.81, -0.74, 3.84], [0.10, -1.24, 2.41], [-0.43, -2.45, 3.58]], "s_squared": 2.020, "e_lumo_ev": [2.0, 2.0], "e_homo_ev": [-3.27, -3.48], "de_lowest_ev": 0.0615, "e_tot_ev": -192597.3049, "charge": -1, "spin_multiplicity": 3}